The following is a DFT calculation (the ωB97M-V functional and the def2-TZVPD basis) of a cluster of 12 separate species, C64H164N12O20 in total in a non-equilibrium geometry.

Largest force on an atom ... 0.0768 hartree/bohr
Total energy ... -4698.1029 Ha
SMILES ... COC[C@H](C)N.COC[C@H](C)N.COC[C@H](C)N.COC[C@H](C)N.COCCNCCOC.COCCNCCOC.COCCNCCOC.COCCNCCOC.COCCNCCOC.COCCNCCOC.COCCNCCOC.COCCNCCOC
Energy above the lowest of the compared OMol25 structures with the same formula, charge and spin ... 2.460 eV
Kohn-Sham gap ... 0.30869 hartree
Total charge ... 0

Last column: Löwdin charge in e.
Geometry (Å):
C 9.7280 4.0450 2.3923  -0.070
O 9.1441 2.8000 1.8973  -0.192
C 9.2873 2.7406 0.5142  -0.259
C 8.6819 1.4786 -0.0829  -0.422
C 8.7177 1.5349 -1.6288  -0.050
N 7.2929 1.3332 0.3903  0.053
H 9.8776 3.8556 3.4776  0.095
H 9.0556 4.9267 2.2243  0.099
H 10.6491 4.1841 1.8415  0.071
H 8.7742 3.5663 0.0723  0.114
H 10.3151 2.8930 0.2248  0.118
H 9.2356 0.6004 0.2171  0.125
H 8.2036 0.6218 -1.9171  0.062
H 9.6618 1.6748 -2.1345  0.070
H 8.1312 2.4288 -1.9529  0.085
H 7.4256 1.1591 1.3806  0.058
H 6.8408 0.5131 -0.0346  0.049
C 1.6327 6.7125 -0.6890  -0.087
O 1.5391 6.3717 0.6534  -0.176
C 1.1663 5.0971 0.9524  -0.236
C 1.1666 4.8611 2.4581  -0.432
C 2.3798 5.4725 3.1043  -0.054
N 0.9598 3.4533 2.6199  0.055
H 0.7680 6.2689 -1.2056  0.076
H 2.5882 6.3627 -1.0353  0.089
H 1.3532 7.7395 -0.8480  0.088
H 0.1299 4.8834 0.5508  0.126
H 1.7772 4.4056 0.4121  0.103
H 0.2710 5.3296 2.9083  0.149
H 3.3144 5.0878 2.5931  0.105
H 2.5305 5.1360 4.1071  0.061
H 2.3276 6.5480 3.0361  0.074
H 0.6861 3.3325 3.5581  0.067
H 1.7750 2.8930 2.3619  0.076
C -4.6751 -0.1082 2.6934  -0.081
O -5.6848 0.4857 1.8303  -0.173
C -5.1785 0.5412 0.4951  -0.197
C -6.3346 0.9919 -0.3852  -0.422
C -7.0927 -0.1219 -1.1742  -0.059
N -5.8618 1.9631 -1.3608  0.036
H -3.6990 0.1889 2.4122  0.045
H -4.5664 -1.2144 2.5370  0.092
H -4.8754 0.2249 3.7820  0.097
H -4.2596 1.0830 0.3322  0.107
H -4.9768 -0.4749 0.2384  0.104
H -7.1298 1.5678 0.1708  0.143
H -6.3285 -0.4196 -1.9599  0.087
H -8.1394 0.0817 -1.5226  0.084
H -7.2021 -0.9847 -0.5222  0.058
H -5.3314 2.7173 -0.8848  0.064
H -6.6252 2.2919 -1.8967  0.059
C 0.4543 -5.6059 -3.8430  -0.071
O 1.4931 -6.1528 -3.0544  -0.170
C 1.7542 -5.4614 -1.8936  -0.243
C 2.7997 -6.2304 -1.2056  -0.421
C 4.1311 -6.3454 -1.9121  -0.051
N 2.3211 -7.6326 -0.8230  0.052
H 0.5204 -4.5381 -3.9806  0.077
H -0.5088 -5.7394 -3.3583  0.084
H 0.4436 -6.0558 -4.8102  0.079
H 2.2078 -4.4660 -2.0614  0.137
H 0.9093 -5.3996 -1.2369  0.099
H 2.9822 -5.7249 -0.2316  0.114
H 4.6689 -5.4078 -1.9187  0.049
H 3.8809 -6.6322 -2.9336  0.083
H 4.8348 -7.0745 -1.4660  0.086
H 3.1597 -8.0523 -0.4790  0.044
H 2.1985 -7.9755 -1.8032  0.085
C -1.6301 4.2520 -7.9735  -0.107
O -1.2164 4.3044 -6.6209  -0.221
C -0.3992 5.3821 -6.3927  -0.264
C -0.0384 5.3093 -4.8888  -0.166
N 0.5262 3.9588 -4.5626  -0.047
C 1.0672 3.8321 -3.2008  -0.201
C 2.6177 4.0844 -3.1543  -0.223
O 3.0388 3.5668 -1.9404  -0.201
C 4.4315 3.2841 -1.9565  -0.102
H -2.3999 5.0673 -8.1929  0.106
H -2.1091 3.3144 -8.0466  0.070
H -0.8280 4.4826 -8.7385  0.102
H -0.9479 6.3662 -6.5714  0.140
H 0.5056 5.3896 -7.0451  0.124
H -0.8887 5.5855 -4.3067  0.098
H 0.8046 6.0122 -4.7330  0.124
H -0.2097 3.1957 -4.6688  0.093
H 0.8764 2.8566 -2.8912  0.055
H 0.6132 4.5286 -2.4048  0.120
H 2.7915 5.1620 -3.2483  0.114
H 3.0606 3.5316 -4.0066  0.115
H 5.0736 4.1835 -2.1121  0.097
H 4.7906 2.5401 -2.6990  0.092
H 4.7880 2.9033 -0.9994  0.066
C 3.3296 -3.7428 1.7084  -0.113
O 1.9600 -4.0996 1.6785  -0.218
C 1.5740 -5.1916 2.5072  -0.209
C 0.1309 -5.6567 2.1898  -0.202
N 0.0038 -6.0411 0.8085  -0.048
C -1.3544 -6.5092 0.4830  -0.190
C -2.3831 -5.4021 0.3855  -0.200
O -2.1702 -4.8727 -0.9478  -0.225
C -3.2845 -4.1321 -1.3863  -0.115
H 3.9946 -4.4135 1.1302  0.076
H 3.7205 -3.7300 2.7702  0.098
H 3.3731 -2.6771 1.4228  0.078
H 1.5987 -4.9193 3.5934  0.114
H 2.3078 -6.0756 2.4440  0.141
H -0.5966 -4.9148 2.4879  0.093
H 0.0332 -6.4968 2.8730  0.111
H 0.6679 -6.7286 0.5191  0.065
H -1.7434 -7.3218 1.1852  0.126
H -1.3532 -6.9252 -0.5793  0.141
H -2.0886 -4.5507 1.0396  0.113
H -3.3669 -5.8057 0.4361  0.107
H -4.1168 -4.8105 -1.7348  0.103
H -3.0279 -3.4789 -2.2250  0.078
H -3.6535 -3.5092 -0.6028  0.068
C 0.7601 -2.0970 5.0016  -0.074
O 0.1642 -0.7651 5.1164  -0.215
C -0.2475 -0.3133 6.3874  -0.236
C -1.3465 0.7544 6.2985  -0.202
N -2.5200 0.2925 5.6114  -0.062
C -3.6915 -0.0690 6.3567  -0.227
C -4.6198 1.1532 6.6018  -0.231
O -5.6660 0.9062 7.5067  -0.182
C -6.3832 2.0641 7.8002  -0.139
H 0.0270 -2.9196 5.1001  0.067
H 1.6593 -2.1457 5.6582  0.096
H 1.1375 -2.2460 3.9722  0.077
H 0.5996 0.1034 6.9278  0.114
H -0.6660 -1.1593 6.9560  0.126
H -0.9921 1.6997 5.7861  0.124
H -1.6672 0.9346 7.3947  0.143
H -2.3152 -0.4827 4.9981  0.081
H -3.5117 -0.3291 7.3770  0.106
H -4.2717 -0.8802 5.9324  0.081
H -5.0553 1.4714 5.6118  0.124
H -3.8781 1.9000 7.0089  0.130
H -5.7632 2.8040 8.2817  0.075
H -7.2300 1.8712 8.4895  0.096
H -6.8205 2.5746 6.9227  0.091
C -5.9928 2.5704 -5.7368  -0.128
O -5.6236 3.6566 -4.9214  -0.215
C -4.2240 3.9768 -4.9641  -0.199
C -3.3233 3.2432 -3.9950  -0.216
N -3.2204 3.9800 -2.7694  -0.037
C -2.5535 3.2099 -1.7459  -0.223
C -2.4817 3.9466 -0.4320  -0.228
O -3.8160 4.0193 0.0277  -0.241
C -4.0021 4.6034 1.3085  -0.072
H -5.7047 2.7709 -6.8055  0.091
H -7.1313 2.5702 -5.6724  0.105
H -5.5529 1.6099 -5.3529  0.091
H -4.2153 5.0882 -4.7874  0.146
H -3.8883 3.8050 -5.9440  0.076
H -2.2951 3.2308 -4.4228  0.098
H -3.7529 2.2329 -3.8272  0.113
H -4.1515 4.2808 -2.4850  0.116
H -1.4868 2.9624 -2.1009  0.130
H -2.8988 2.2336 -1.4970  0.076
H -2.0874 4.9794 -0.4923  0.118
H -1.8273 3.4012 0.3201  0.118
H -3.7438 3.8105 1.9991  0.091
H -4.9804 5.0359 1.3519  0.083
H -3.3284 5.4463 1.4144  0.080
C 0.2299 -2.3241 -0.3041  -0.068
O -0.7689 -1.3474 -0.4394  -0.202
C -1.3006 -0.8012 0.7169  -0.236
C -0.4520 0.1932 1.4423  -0.192
N -0.1866 1.4291 0.7017  -0.045
C 0.7515 1.4748 -0.3533  -0.202
C 2.2136 0.9610 -0.1223  -0.173
O 2.8219 1.7403 0.9186  -0.211
C 4.0756 1.2063 1.2367  -0.116
H 1.0336 -1.9565 0.3515  0.072
H 0.6481 -2.3584 -1.3158  0.083
H -0.1765 -3.2949 -0.0173  0.076
H -1.5890 -1.6050 1.3870  0.112
H -2.2495 -0.2870 0.4559  0.112
H 0.4643 -0.2407 1.8898  0.116
H -0.9999 0.4517 2.3465  0.111
H 0.0170 2.1849 1.4095  0.079
H 0.9724 2.5424 -0.5529  0.098
H 0.4103 0.9649 -1.2612  0.105
H 2.6857 1.1921 -1.0566  0.091
H 2.2993 -0.1107 0.0865  0.106
H 4.8322 1.1337 0.4226  0.068
H 3.9651 0.2230 1.6944  0.065
H 4.3807 1.9149 2.0162  0.100
C 3.3522 -1.3416 -3.0652  -0.091
O 4.0513 -2.1621 -2.1123  -0.196
C 5.4253 -2.1746 -2.5043  -0.237
C 6.2868 -2.6541 -1.3883  -0.252
N 6.1569 -1.9433 -0.1763  -0.054
C 6.8076 -2.6142 0.9732  -0.192
C 6.7484 -1.8976 2.3143  -0.215
O 5.3985 -1.5790 2.6386  -0.239
C 5.2459 -0.8740 3.8254  -0.135
H 2.2802 -1.4188 -2.9118  0.060
H 3.6569 -1.6293 -4.0474  0.070
H 3.8009 -0.2913 -3.0061  0.100
H 5.8002 -1.1660 -2.8427  0.130
H 5.4844 -2.7621 -3.3947  0.114
H 7.3137 -2.8007 -1.6893  0.122
H 5.9857 -3.7246 -1.2275  0.111
H 5.1916 -1.8437 0.1646  0.101
H 7.8398 -2.8386 0.6222  0.125
H 6.2869 -3.6598 1.1807  0.139
H 7.3669 -0.9744 2.3801  0.113
H 7.1986 -2.5816 3.1134  0.141
H 5.5875 -1.4780 4.6949  0.097
H 4.1794 -0.6000 3.9688  0.094
H 5.7699 0.0884 3.8602  0.087
C -2.7882 -0.4174 -2.7665  -0.106
O -2.2319 -0.9300 -3.9654  -0.164
C -1.2910 -0.0359 -4.5977  -0.183
C 0.1837 -0.4526 -4.3451  -0.182
N 1.1857 0.5588 -4.7374  -0.024
C 1.3735 0.6175 -6.1735  -0.203
C 2.6364 1.3604 -6.5984  -0.164
O 2.6755 1.4626 -8.0531  -0.192
C 2.0611 2.5892 -8.6583  -0.100
H -2.8848 -1.2261 -2.0677  0.056
H -3.7447 0.0861 -3.0146  0.083
H -2.1745 0.2944 -2.2265  0.065
H -1.3675 0.9603 -4.2567  0.079
H -1.6015 0.0156 -5.5988  0.106
H 0.3065 -1.4674 -4.7799  0.132
H 0.2363 -0.6307 -3.3200  0.065
H 0.8177 1.4390 -4.3605  0.071
H 0.5229 1.0775 -6.5703  0.098
H 1.4345 -0.3603 -6.4974  0.101
H 3.5314 0.8519 -6.2192  0.122
H 2.6024 2.3406 -6.1418  0.094
H 2.7413 3.3962 -8.8324  0.075
H 1.2691 2.9483 -8.0383  0.055
H 1.6918 2.2517 -9.6269  0.092
C -2.5622 -3.3455 4.1401  -0.153
O -3.2319 -4.0572 3.2019  -0.211
C -4.3011 -4.8818 3.6217  -0.194
C -5.4859 -4.0112 3.8037  -0.224
N -5.4519 -3.1355 4.9544  -0.056
C -6.4859 -2.1309 5.0214  -0.208
C -7.9322 -2.6605 5.1837  -0.194
O -8.1001 -3.2343 6.5237  -0.182
C -9.4828 -3.5576 6.6553  -0.119
H -2.2317 -4.1086 4.8443  0.092
H -3.1286 -2.5395 4.6274  0.065
H -1.6050 -2.9395 3.6606  0.093
H -4.0983 -5.4370 4.5071  0.115
H -4.5237 -5.6279 2.8156  0.138
H -6.3626 -4.6436 3.9215  0.112
H -5.6581 -3.4123 2.9130  0.127
H -5.6102 -3.6929 5.7965  0.126
H -6.4137 -1.5376 4.1377  0.087
H -6.3659 -1.4507 5.8882  0.118
H -8.2341 -3.4391 4.4295  0.119
H -8.6338 -1.7960 4.9737  0.134
H -9.7530 -4.3152 5.9571  0.078
H -10.0901 -2.6850 6.6411  0.077
H -9.7063 -3.9594 7.6117  0.073